Entry 1:
This record from the Open Molecules 2025 dataset describes a gas-phase ion, C8H9N2O2 (charge -1). The level of theory is the ωB97M-V functional and the def2-TZVPD basis.

Results
E_HOMO: -2.46 eV
ΔE to the lowest compared entry with this formula, charge and spin: 175.5 kJ/mol
SMILES string: C#CC(C)(C)n1c([O-])c[nH]c1=O
orbital gap: 6.172 eV

Structure (ORCA input):
```
! wB97M-V def2-TZVPD RIJCOSX def2/J DEFGRID3
* xyz -1 1
C 2.376 -1.698 -1.134
C 1.571 -1.008 -0.532
C -2.575 -1.149 0.070
C -1.226 -1.346 0.184
C -1.695 0.932 -0.340
C 1.055 0.233 1.408
C 1.350 1.425 -0.799
C 0.789 0.190 -0.107
N -2.865 0.201 -0.227
N -0.732 -0.037 -0.292
O -0.478 -2.335 0.302
O -1.632 2.163 -0.517
H 2.984 -2.476 -1.495
H -3.134 -1.772 0.702
H 0.097 0.311 1.902
H 1.583 -0.625 1.806
H 1.656 1.155 1.750
H 1.105 2.195 -0.086
H 2.382 1.392 -0.945
H 0.982 1.553 -1.863
H -3.593 0.697 0.213
*
```


Entry 2:
This record from the Open Molecules 2025 dataset describes a molecular structure, C54H43AsBaN4O5P. The level of theory is the ωB97M-V functional and the def2-TZVPD basis.

Results
E_HOMO: -9.87 eV
ΔE to the lowest compared entry with this formula, charge and spin: 0.0 kJ/mol
orbital gap: 7.131 eV

Structure (ORCA input):
```
! wB97M-V def2-TZVPD RIJCOSX def2/J DEFGRID3
* xyz 1 1
Ba -0.078 2.522 -1.758
C 2.554 5.108 12.179
O 1.266 4.908 11.620
C 1.168 4.733 10.289
C 2.251 4.733 9.411
C 2.041 4.544 8.057
C 0.760 4.352 7.546
C -0.318 4.354 8.438
C -0.121 4.541 9.786
C 0.585 4.154 6.115
N 1.561 4.112 5.233
C 0.964 3.908 4.027
C -0.410 3.820 4.165
N -0.634 3.978 5.508
C -1.280 3.605 3.065
C -2.677 3.512 3.165
C -3.420 3.306 2.031
C -2.755 3.204 0.809
N -1.444 3.288 0.679
C -0.690 3.479 1.782
C 0.749 3.553 1.628
N 1.276 3.396 0.395
C 2.586 3.463 0.245
C 3.477 3.693 1.297
C 2.965 3.849 2.562
C 1.576 3.777 2.747
H 2.398 5.224 13.247
H 3.025 6.009 11.780
H 3.203 4.249 11.997
H 3.259 4.880 9.771
H 2.877 4.544 7.372
H -1.332 4.207 8.086
H -0.951 4.543 10.479
H -1.522 3.978 5.976
H -3.163 3.602 4.129
H -4.498 3.227 2.067
H -3.325 3.043 -0.100
H 2.960 3.322 -0.766
H 4.539 3.740 1.105
H 3.596 4.023 3.423
O -0.053 2.870 -4.146
C 1.151 2.492 -4.241
O 1.883 2.385 -3.213
C 1.686 2.090 -5.577
C 0.867 2.184 -6.692
C 1.308 1.784 -7.953
C 2.588 1.293 -8.034
O 3.255 0.845 -9.130
C 4.546 0.433 -8.682
O 4.624 0.689 -7.283
C 3.411 1.200 -6.916
C 2.993 1.590 -5.673
H -0.132 2.574 -6.558
H 0.681 1.857 -8.831
H 5.314 1.005 -9.204
H 4.671 -0.636 -8.868
H 3.627 1.524 -4.801
C 0.358 -2.179 -0.692
C -0.473 -3.456 -0.718
As 0.662 -5.100 -0.691
C 0.595 -5.337 -2.639
C 1.386 -4.497 -3.421
C 1.343 -4.565 -4.805
C 0.523 -5.495 -5.427
C -0.245 -6.357 -4.658
C -0.211 -6.278 -3.272
C -0.746 -6.351 -0.159
C -0.393 -7.443 0.628
C -1.349 -8.362 1.038
C -2.674 -8.193 0.666
C -3.039 -7.106 -0.118
C -2.080 -6.194 -0.529
P -0.545 -0.668 -1.281
C -0.948 -1.141 -2.994
C -0.009 -0.777 -3.959
C -0.169 -1.160 -5.282
C -1.276 -1.909 -5.650
C -2.221 -2.271 -4.700
C -2.063 -1.891 -3.376
C -2.119 -0.656 -0.366
C -2.157 -1.000 0.985
C -3.320 -0.834 1.723
C -4.460 -0.318 1.122
C -4.431 0.036 -0.219
C -3.267 -0.122 -0.958
H 1.208 -2.246 -1.376
H 0.789 -1.994 0.294
H -1.067 -3.495 -1.628
H -1.152 -3.497 0.135
H 2.059 -3.790 -2.947
H 1.959 -3.899 -5.396
H 0.494 -5.557 -6.508
H -0.875 -7.096 -5.137
H -0.822 -6.951 -2.685
H 0.642 -7.574 0.924
H -1.059 -9.208 1.647
H -3.423 -8.906 0.984
H -4.072 -6.973 -0.414
H -2.374 -5.360 -1.156
H 0.872 -0.212 -3.669
H 0.568 -0.867 -6.020
H -1.407 -2.211 -6.681
H -3.083 -2.858 -4.989
H -2.803 -2.177 -2.640
H -1.276 -1.406 1.468
H -3.337 -1.119 2.767
H -5.371 -0.203 1.695
H -5.322 0.426 -0.696
H -3.257 0.139 -2.011
*
```


Entry 3:
This record from the Open Molecules 2025 dataset describes a molecular structure, C14H29BrI2N2OSi2. The level of theory is the ωB97M-V functional and the def2-TZVPD basis.

Results
E_HOMO: -9.02 eV
orbital gap: 8.805 eV

Structure (ORCA input):
```
! wB97M-V def2-TZVPD RIJCOSX def2/J DEFGRID3
* xyz 0 1
C -1.642 -1.196 1.169
C -0.369 -1.125 0.346
Br -0.702 0.105 -1.160
C 0.066 -2.484 -0.161
Si 0.993 -3.655 1.001
O 0.354 -5.149 0.749
Si -1.127 -5.808 1.054
C 1.054 -3.247 2.860
I 1.897 -5.039 3.697
C 1.780 -1.900 3.126
C 0.837 -0.828 3.708
I 3.564 -1.964 4.331
H -2.468 -1.541 0.544
H -1.910 -0.226 1.586
H -1.523 -1.910 1.987
H 0.429 -0.617 0.882
H -0.816 -2.999 -0.554
H 0.751 -2.377 -1.007
H 2.415 -3.668 0.605
H -1.109 -7.205 0.591
H -1.436 -5.742 2.500
H -2.167 -5.047 0.321
H 0.081 -3.230 3.347
H 2.214 -1.548 2.189
H 0.629 -0.042 2.982
H 1.254 -0.341 4.586
H -0.115 -1.265 4.006
C -2.626 2.867 -2.522
C -4.081 3.289 -2.664
C -4.546 4.146 -1.479
C -4.443 3.421 -0.209
N -4.342 2.840 0.778
H -2.490 2.269 -1.621
H -2.307 2.266 -3.374
H -1.958 3.726 -2.459
H -4.728 2.411 -2.734
H -4.229 3.867 -3.577
H -5.583 4.463 -1.602
H -3.934 5.047 -1.400
C 4.685 3.126 -2.321
C 4.016 2.291 -1.239
C 2.723 1.623 -1.720
C 1.715 2.599 -2.138
N 0.943 3.394 -2.441
H 4.035 3.941 -2.643
H 5.615 3.561 -1.957
H 4.919 2.518 -3.197
H 3.790 2.910 -0.368
H 4.689 1.501 -0.900
H 2.278 1.009 -0.936
H 2.924 0.964 -2.568
*
```


Entry 4:
This record from the Open Molecules 2025 dataset describes a molecular structure, C4H7NO. The level of theory is the ωB97M-V functional and the def2-TZVPD basis.

Results
E_HOMO: -9.45 eV
ΔE to the lowest compared entry with this formula, charge and spin: 422.9 kJ/mol
orbital gap: 10.369 eV

Structure (ORCA input):
```
! wB97M-V def2-TZVPD RIJCOSX def2/J DEFGRID3
* xyz 0 1
C -1.023 -0.693 0.389
C -0.366 0.098 -0.761
C 0.186 1.300 0.012
O 1.043 0.685 0.958
C 1.474 -0.831 -0.034
N 0.802 -0.757 -1.051
H -1.206 -1.734 0.064
H -1.975 -0.273 0.718
H -0.163 -0.338 1.169
H -0.919 0.323 -1.671
H -0.705 1.785 0.460
H 0.697 2.045 -0.607
H 2.154 -1.610 0.355
*
```


Entry 5:
This record from the Open Molecules 2025 dataset describes a molecular structure, C46H46HgN6P2S2Se. The level of theory is the ωB97M-V functional and the def2-TZVPD basis.

Results
E_HOMO (spin up / spin down): -3.09 / -3.60 eV
ΔE to the lowest compared entry with this formula, charge and spin: 0.7 kJ/mol
orbital gap (spin up / spin down): 5.571 / 5.360 eV

Structure (ORCA input):
```
! wB97M-V def2-TZVPD RIJCOSX def2/J DEFGRID3
* xyz -1 2
Hg 0.230 -0.216 -0.753
C 1.405 -5.869 -1.558
C 2.610 -5.269 -0.835
N 3.104 -4.044 -1.427
C 2.503 -2.818 -1.327
S 1.247 -2.638 -0.165
N 3.009 -1.948 -2.185
N 2.543 -0.682 -2.100
C 3.013 0.163 -2.943
C 4.005 -0.191 -4.017
C 2.540 1.563 -2.864
C 2.860 2.475 -3.873
C 2.385 3.772 -3.797
C 1.607 4.141 -2.714
C 1.356 3.182 -1.744
N 1.808 1.937 -1.807
H 1.221 -6.890 -1.217
H 1.572 -5.889 -2.637
H 0.516 -5.272 -1.356
H 3.439 -5.980 -0.834
H 2.345 -5.060 0.201
H 3.709 -4.124 -2.230
H 4.288 -1.233 -3.909
H 4.897 0.436 -3.946
H 3.566 -0.045 -5.007
H 3.463 2.168 -4.714
H 2.615 4.483 -4.582
H 1.207 5.140 -2.609
H 0.766 3.425 -0.868
C 0.034 0.366 3.623
N -0.003 1.386 2.566
P -1.406 1.124 1.539
C -2.742 1.530 2.757
C -4.003 0.991 2.520
C -5.067 1.310 3.355
C -4.878 2.160 4.434
C -3.619 2.699 4.675
C -2.558 2.387 3.840
C -1.543 2.689 0.588
C -2.106 2.578 -0.680
C -2.299 3.710 -1.462
C -1.920 4.955 -0.984
C -1.369 5.074 0.288
C -1.197 3.946 1.076
P 1.397 1.863 1.691
C 2.285 2.778 3.041
C 3.087 2.174 4.008
C 3.615 2.914 5.058
C 3.359 4.275 5.153
C 2.598 4.897 4.173
C 2.077 4.154 3.123
C 2.600 0.491 1.442
C 3.602 0.878 0.547
C 4.656 0.036 0.238
C 4.724 -1.226 0.812
C 3.733 -1.629 1.690
C 2.678 -0.780 2.005
H -0.867 0.435 4.232
H 0.893 0.539 4.272
H 0.075 -0.648 3.216
H -4.136 0.307 1.687
H -6.045 0.886 3.162
H -5.706 2.403 5.089
H -3.469 3.371 5.512
H -1.576 2.808 4.031
H -2.379 1.597 -1.059
H -2.727 3.612 -2.452
H -2.057 5.837 -1.598
H -1.077 6.048 0.664
H -0.801 4.036 2.080
H 3.318 1.118 3.933
H 4.228 2.423 5.804
H 3.758 4.848 5.981
H 2.409 5.962 4.227
H 1.510 4.651 2.344
H 3.534 1.851 0.069
H 5.412 0.355 -0.470
H 5.530 -1.901 0.552
H 3.763 -2.619 2.126
H 1.912 -1.144 2.669
Se -2.771 -1.642 -0.146
C -3.763 -3.273 -0.210
C -4.696 -3.539 -1.220
C -5.446 -4.708 -1.225
C -5.288 -5.650 -0.216
C -4.366 -5.402 0.794
C -3.614 -4.237 0.795
H -4.840 -2.798 -1.996
H -6.163 -4.884 -2.019
H -5.877 -6.559 -0.214
H -4.233 -6.127 1.590
H -2.895 -4.053 1.584
S -0.687 0.412 -3.791
C -1.586 -1.006 -3.881
N -1.221 -2.097 -3.147
C -1.864 -3.282 -3.142
C -2.926 -3.490 -3.963
C -3.371 -2.403 -4.746
C -2.735 -1.198 -4.697
H -0.478 -1.952 -2.469
H -1.492 -4.020 -2.446
H -3.431 -4.443 -3.967
H -4.243 -2.524 -5.377
H -3.077 -0.347 -5.267
*
```


Entry 6:
This record from the Open Molecules 2025 dataset describes a gas-phase ion, C6H11FN3O2 (charge +1). The level of theory is the ωB97M-V functional and the def2-TZVPD basis.

Results
E_HOMO: -11.44 eV
ΔE to the lowest compared entry with this formula, charge and spin: 200.2 kJ/mol
SMILES string: CC(=O)[NH2+]C/C(F)=N\C=C(\N)O
orbital gap: 7.775 eV

Structure (ORCA input):
```
! wB97M-V def2-TZVPD RIJCOSX def2/J DEFGRID3
* xyz 1 1
C 0.626 -1.853 -0.405
C -2.075 -0.262 -0.045
C 1.118 -0.672 -1.334
C -1.643 -1.469 0.472
C 1.277 1.308 0.143
C 1.130 0.929 1.601
N -0.406 -1.982 0.195
N -3.378 0.115 0.164
N 2.101 0.221 -0.651
O -1.284 0.488 -0.748
O 0.818 2.186 -0.513
F 1.702 -2.670 0.033
H 1.782 -1.206 -2.018
H 0.473 -0.133 -2.018
H -2.187 -1.990 1.199
H 2.074 0.523 2.009
H 0.302 0.229 1.721
H 0.934 1.930 2.062
H -4.027 -0.679 0.450
H -3.764 0.971 -0.100
H 2.873 -0.346 -0.036
H 2.593 0.849 -1.320
H -1.744 1.368 -1.040
*
```


| no. | strongest force on any atom (Eh/bohr) |
| --- | --- |
| 1 | 0.080 |
| 2 | 0.029 |
| 3 | 0.005 |
| 4 | 0.070 |
| 5 | 0.011 |
| 6 | 0.081 |